Entry 1:
This record from OMol25 describes a molecular structure, C18H23IIrN4OS2Si. The level of theory is ωB97M-V/def2-TZVPD.

CARTESIAN COORDINATES (ANGSTROEM)
Ir1 0.529 -1.961 0.981
C1 2.474 -1.371 1.981
Si1 2.647 -1.908 0.094
C2 3.492 -3.503 -0.208
C3 3.145 -0.529 -1.013
H1 3.574 -1.442 2.044
H2 2.151 -1.996 2.816
H3 2.226 -0.331 2.166
H4 4.574 -3.350 -0.165
H5 3.257 -3.856 -1.215
H6 3.205 -4.273 0.503
H7 4.238 -0.495 -1.052
H8 2.780 0.445 -0.695
H9 2.798 -0.725 -2.031
O1 1.268 -3.797 4.093
S1 0.944 -4.546 2.902
N1 0.737 -3.721 1.657
N2 0.206 0.080 0.755
S2 -0.028 0.846 -0.654
C4 -1.729 1.314 -0.813
C5 -2.436 0.777 -1.880
C6 -3.778 1.103 -2.023
C7 -4.387 1.941 -1.101
C8 -3.666 2.469 -0.033
C9 -2.325 2.163 0.115
C10 0.750 2.445 -0.474
C11 1.732 2.653 0.480
C12 2.358 3.892 0.537
C13 2.011 4.889 -0.361
C14 1.033 4.659 -1.323
C15 0.394 3.433 -1.387
H10 -0.111 0.599 1.569
H11 -1.946 0.126 -2.594
H12 -4.343 0.707 -2.856
H13 -5.433 2.194 -1.216
H14 -4.149 3.131 0.673
H15 -1.749 2.603 0.921
H16 2.003 1.872 1.177
H17 3.116 4.075 1.286
H18 2.502 5.851 -0.315
H19 0.764 5.438 -2.022
H20 -0.375 3.258 -2.129
I1 -5.544 -1.980 0.276
C16 -3.552 -2.464 0.166
C17 -2.999 -3.622 -0.347
N3 -1.673 -3.536 -0.198
N4 -1.326 -2.375 0.391
C18 -2.469 -1.711 0.614
H21 -3.460 -4.488 -0.793
H22 -0.969 -4.233 -0.386
H23 -2.462 -0.746 1.089

Force components x, y, z for each atom (eV/Å):
0.4681 0.5130 0.2758
-0.4370 0.1708 0.4026
-0.2253 0.0424 -0.1909
0.0811 0.0179 0.0319
0.0979 -0.0220 0.0777
0.0688 -0.2207 -0.3139
0.3193 0.1322 0.1546
0.2109 0.0942 0.0360
0.0050 -0.0519 -0.0177
0.0088 0.0059 -0.0209
0.0269 -0.0241 0.0215
0.0007 0.0200 -0.0281
0.0223 -0.0020 0.0024
-0.0129 -0.0159 0.0044
0.0006 0.0292 0.0930
0.0261 -0.0453 -0.0723
-0.0706 -0.4475 -0.0403
-0.0093 -0.0212 -0.0810
0.0621 0.0208 -0.0016
-0.0102 -0.0513 0.0802
-0.0017 -0.0131 -0.0087
0.0021 -0.0294 0.0028
-0.0113 -0.0061 0.0124
-0.0054 -0.0027 -0.0038
-0.0140 0.0200 0.0034
-0.0557 0.0145 -0.0905
-0.0091 0.0176 0.0443
0.0041 -0.0216 0.0094
-0.0079 0.0064 -0.0142
0.0048 -0.0002 -0.0004
0.0428 0.0089 0.0179
-0.0601 0.0242 -0.0338
0.0045 0.0006 0.0027
-0.0031 0.0012 0.0021
0.0002 0.0027 -0.0037
0.0018 -0.0029 0.0025
0.0024 -0.0114 -0.0054
-0.0079 -0.0100 0.0182
0.0004 -0.0033 -0.0002
-0.0012 0.0006 0.0030
0.0028 0.0007 0.0017
0.0004 -0.0008 -0.0012
-0.0318 0.0427 -0.0131
0.0403 0.0591 0.0167
0.0472 -0.0458 0.0063
0.0042 -0.0457 0.0405
-0.5581 -0.1728 -0.3767
-0.0177 -0.0285 0.0089
-0.0051 0.0034 -0.0050
0.0012 -0.0019 -0.0217
-0.0025 0.0490 -0.0278

Output
- LUMO (alpha / beta) (eV) = -6.80 / -8.35
- 2S+1 = 2
- charge = +2
- highest occupied orbital energy (alpha / beta) (eV) = -14.41 / -14.40

***

Entry 2:
This record from OMol25 describes a molecular structure, C2H2F2LiORb in a non-equilibrium geometry. The level of theory is ωB97M-V/def2-TZVPD.

CARTESIAN COORDINATES (ANGSTROEM)
F1 -0.097 0.064 0.620
O1 0.109 2.536 1.531
C1 -0.614 1.747 2.354
C2 0.313 1.070 1.461
Rb1 1.237 -2.383 -2.085
H1 -0.608 1.807 3.443
H2 1.350 0.827 1.715
F2 -1.839 1.462 1.576
Li1 -2.915 2.958 0.843

Force components x, y, z for each atom (eV/Å):
-0.3248 1.8936 -0.4195
0.0226 -0.6564 -1.4739
0.4230 -1.9372 -1.7745
2.1933 -0.5905 2.0689
0.0609 -0.1383 -0.0918
-0.8880 0.2697 -0.3162
-0.4296 0.3472 0.1498
-1.1786 1.0585 1.7362
0.1213 -0.2465 0.1211

Output
- LUMO (eV) = -6.88
- charge = +2
- highest occupied orbital energy (eV) = -18.86

***

Entry 3:
This record from OMol25 describes C3H7N3 in the gas phase in a non-equilibrium geometry. The level of theory is ωB97M-V/def2-TZVPD.

CARTESIAN COORDINATES (ANGSTROEM)
C1 -0.834 -1.332 0.483
C2 1.702 -0.345 -0.292
C3 -0.584 0.336 -0.081
N1 -1.037 -0.917 -0.716
N2 -1.688 1.214 0.130
N3 0.724 0.762 -0.028
H1 2.587 0.164 -0.141
H2 1.641 -1.080 0.523
H3 1.389 -0.609 -1.319
H4 -0.980 -2.499 0.990
H5 -2.417 0.876 -0.452
H6 -1.318 2.140 0.076
H7 0.815 1.293 0.826

Force components x, y, z for each atom (eV/Å):
0.1101 -0.5755 0.7430
-2.7429 1.3598 0.5455
-2.6711 -3.2841 1.2757
0.9191 -0.1461 0.3875
3.0478 -1.0334 0.8166
-0.8263 -0.2744 -0.4808
2.4276 0.6094 -0.6028
-0.3292 -0.4163 -0.7010
1.0895 -0.6791 0.7560
-0.0698 3.1334 -1.8311
-0.8183 0.5415 -0.6052
-0.7902 0.8295 -0.4088
0.6538 -0.0646 0.1052

Output
- LUMO (eV) = 1.07
- highest occupied orbital energy (eV) = -7.32
- SMILES = CN[C@]1(N)C=N1

***

Entry 4:
This record from OMol25 describes a molecular structure, C16H22N3O2PbS. The level of theory is ωB97M-V/def2-TZVPD.

CARTESIAN COORDINATES (ANGSTROEM)
Pb1 -1.150 -1.953 0.258
C1 -4.237 -3.415 -0.026
O1 -2.858 -3.567 0.393
C2 -2.296 -4.871 0.115
C3 -1.613 -4.863 -1.229
O2 -0.685 -3.760 -1.228
C4 0.400 -3.902 -2.174
H1 -4.846 -4.127 0.529
H2 -4.328 -3.582 -1.099
H3 -4.539 -2.402 0.223
H4 -3.084 -5.622 0.160
H5 -1.579 -5.074 0.912
H6 -2.312 -4.737 -2.058
H7 -1.064 -5.797 -1.364
H8 1.006 -4.765 -1.904
H9 1.001 -2.997 -2.123
H10 -0.004 -4.018 -3.179
C5 8.612 3.653 4.401
N1 7.332 3.491 3.696
C6 6.147 3.287 4.245
S1 4.920 2.534 3.263
N2 5.835 3.615 5.485
C7 6.488 4.639 6.314
H11 9.394 3.285 3.743
H12 8.609 3.052 5.306
H13 8.811 4.695 4.637
H14 7.368 3.406 2.691
H15 4.981 3.211 5.842
H16 7.322 4.229 6.877
H17 5.745 5.017 7.010
H18 6.823 5.460 5.684
N3 -6.982 3.148 -6.498
C8 -6.325 2.558 -5.756
C9 -5.517 1.835 -4.845
C10 -5.939 1.705 -3.496
C11 -5.162 1.013 -2.620
C12 -3.936 0.425 -3.064
C13 -3.525 0.566 -4.427
C14 -4.303 1.258 -5.302
C15 -3.140 -0.282 -2.166
C16 -2.437 -0.907 -1.373
H19 -6.869 2.161 -3.186
H20 -5.455 0.902 -1.585
H21 -2.594 0.118 -4.744
H22 -4.016 1.380 -6.337

Force components x, y, z for each atom (eV/Å):
-0.1260 -0.0287 -0.1525
0.0018 0.0087 0.0124
0.0188 -0.0159 0.0080
-0.0071 -0.0150 0.0211
-0.0077 0.0114 -0.0187
0.0683 -0.0581 0.0956
-0.0317 0.0353 -0.0474
-0.0025 0.0002 -0.0009
-0.0008 0.0010 0.0001
-0.0030 0.0001 0.0021
0.0018 -0.0035 -0.0078
-0.0049 0.0006 0.0042
-0.0021 0.0034 0.0018
-0.0031 -0.0023 -0.0026
-0.0037 -0.0023 0.0008
0.0031 -0.0022 0.0026
0.0004 0.0029 -0.0004
-0.0036 -0.0075 -0.0026
0.0122 0.0218 -0.0011
-0.0209 -0.0159 -0.0423
0.1344 0.0904 0.1141
0.0088 0.0008 0.0166
-0.0069 -0.0006 -0.0040
0.0012 -0.0006 0.0010
0.0004 0.0017 0.0005
0.0022 -0.0012 0.0001
-0.0015 -0.0041 -0.0003
0.0017 -0.0046 0.0006
-0.0022 0.0008 0.0028
-0.0008 0.0050 -0.0025
0.0033 -0.0017 0.0009
0.0008 -0.0010 0.0005
-0.0041 0.0022 -0.0032
0.0068 -0.0048 0.0044
0.0007 0.0015 -0.0040
-0.0020 0.0018 0.0007
0.0146 0.0075 0.0028
0.0009 -0.0032 -0.0018
-0.0044 0.0041 0.0008
-0.0013 0.0098 -0.0043
-0.0430 -0.0349 0.0011
-0.0002 -0.0002 0.0004
0.0004 -0.0012 0.0000
-0.0001 -0.0007 0.0003
0.0005 -0.0007 -0.0001

Output
- LUMO (alpha / beta) (eV) = -10.01 / -11.51
- charge = +3
- highest occupied orbital energy (alpha / beta) (eV) = -17.24 / -17.46

***

Entry 5:
This record from OMol25 describes C22H23N3O3 in the gas phase in a non-equilibrium geometry. The level of theory is ωB97M-V/def2-TZVPD.

CARTESIAN COORDINATES (ANGSTROEM)
O1 1.697 2.664 0.186
C1 1.741 1.612 -0.421
C2 1.841 1.528 -1.866
C3 1.958 0.396 -2.643
N1 2.025 0.737 -3.952
C4 1.958 2.103 -4.075
C5 1.991 2.907 -5.206
C6 1.905 4.270 -5.015
C7 1.789 4.818 -3.736
C8 1.756 4.023 -2.610
C9 1.842 2.644 -2.776
H1 1.669 4.441 -1.621
H2 1.725 5.892 -3.633
H3 1.927 4.929 -5.871
H4 2.080 2.481 -6.194
H5 2.112 0.091 -4.719
H6 1.981 -0.628 -2.330
C10 1.722 0.282 0.330
N2 0.777 -0.659 -0.240
C11 -0.588 -0.167 -0.137
C12 -1.530 -1.135 -0.858
N3 -1.449 -2.503 -0.393
C13 -0.072 -2.938 -0.338
C14 0.870 -1.967 0.385
H7 1.899 -2.327 0.288
H8 0.621 -1.921 1.459
H9 -0.024 -3.922 0.131
H10 0.272 -3.033 -1.375
C15 -2.319 -2.893 0.702
C16 -2.045 -2.286 2.062
C17 -1.178 -2.910 2.948
C18 -0.860 -2.361 4.188
C19 -1.449 -1.163 4.509
C20 -2.337 -0.534 3.634
C21 -2.652 -1.076 2.413
H11 -3.345 -0.581 1.752
O2 -2.791 0.626 4.203
C22 -2.147 0.719 5.455
O3 -1.322 -0.409 5.646
H12 -1.534 1.635 5.487
H13 -2.903 0.762 6.256
H14 -0.185 -2.851 4.869
H15 -0.733 -3.854 2.672
H16 -2.253 -3.983 0.777
H17 -3.337 -2.637 0.396
H18 -2.560 -0.787 -0.773
H19 -1.254 -1.143 -1.920
H20 -0.639 0.812 -0.619
H21 -0.889 -0.049 0.918
H22 1.512 0.497 1.393
H23 2.725 -0.153 0.262

Force components x, y, z for each atom (eV/Å):
0.0089 0.0326 -0.0683
0.0368 -0.4401 0.2653
0.0277 0.0649 -0.4281
0.0151 0.0724 0.3398
0.0883 -0.3216 -0.2582
-0.0547 0.6850 0.2583
-0.0042 -0.0271 -0.0873
0.0119 -0.0638 -0.1417
-0.0178 0.1274 0.0870
-0.0041 0.0969 -0.0246
0.0359 -0.2475 -0.2966
-0.0026 0.0413 0.0700
-0.0069 0.0865 0.0243
0.0051 0.0356 -0.0763
0.0085 -0.0113 -0.1086
-0.0117 0.0559 0.1440
-0.0251 -0.1362 -0.0095
-0.0917 0.0121 0.2650
0.0361 -0.0590 0.1146
-0.1971 -0.0139 -0.1344
0.0661 0.1877 0.0121
-0.0481 -0.0249 -0.0168
0.1766 0.0242 0.0920
-0.0187 -0.2107 -0.0577
0.0040 -0.0156 0.0341
0.0994 0.0284 -0.1034
0.0117 -0.0511 -0.0272
0.1227 -0.0610 0.0540
0.0443 -0.0142 -0.0486
-0.0302 -0.1822 0.0997
-0.2100 0.0021 -0.1325
-0.0110 0.2896 0.2551
-0.2938 0.1580 -0.4153
0.3443 -0.2814 0.2437
-0.0129 0.1151 0.3158
-0.1159 0.0764 -0.1231
-0.1186 -0.2511 -0.4662
-0.1280 0.9911 0.8565
0.1986 -0.4787 -0.1377
-0.1003 -0.2515 -0.0792
0.1498 -0.0843 -0.2151
0.0899 -0.0695 0.1027
0.0395 -0.1188 -0.0592
-0.0925 0.0478 0.0350
-0.0017 -0.0879 0.0534
-0.0439 0.0142 -0.0492
-0.0473 0.1397 0.0005
-0.0798 0.0133 0.0166
0.0882 0.0625 -0.0992
0.0583 0.0331 -0.1248
0.0012 0.0094 0.0495

Output
- LUMO (eV) = 0.64
- highest occupied orbital energy (eV) = -7.93
- SMILES = O=C(CN1CCN(Cc2ccc3c(c2)OCO3)CC1)c1c[nH]c2ccccc12

***

Entry 6:
This record from OMol25 describes 15 unconnected molecules or ions with the total composition C16H62N12O20 in a non-equilibrium geometry. The level of theory is ωB97M-V/def2-TZVPD.

CARTESIAN COORDINATES (ANGSTROEM)
C1 -7.482 0.219 2.384
C2 -7.306 -1.218 1.983
O1 -6.011 -1.765 1.962
O2 -7.374 0.376 3.823
H1 -8.385 0.526 1.857
H2 -6.647 0.766 1.946
H3 -7.553 -1.275 0.923
H4 -8.063 -1.775 2.535
H5 -5.436 -1.011 1.813
H6 -7.693 1.240 4.094
C3 -1.033 -1.196 7.424
C4 -2.551 -1.335 7.712
O3 -2.678 -1.544 9.121
O4 -0.263 -2.418 7.657
H7 -0.562 -0.491 8.109
H8 -0.792 -0.819 6.430
H9 -3.089 -2.104 7.158
H10 -3.051 -0.392 7.489
H11 -2.441 -2.454 9.313
H12 0.512 -2.169 8.167
C5 -3.462 -3.473 -5.323
C6 -3.140 -4.674 -6.220
O5 -1.731 -4.839 -6.498
O6 -3.361 -2.233 -6.061
H13 -2.683 -3.525 -4.563
H14 -4.482 -3.471 -4.940
H15 -3.729 -4.796 -7.129
H16 -3.268 -5.590 -5.645
H17 -1.657 -5.651 -7.004
H18 -3.818 -1.639 -5.461
C7 2.840 -1.963 -7.777
C8 2.278 -0.737 -6.798
O7 1.150 -0.329 -7.475
O8 3.793 -1.432 -8.702
H19 1.972 -2.320 -8.333
H20 3.145 -2.834 -7.197
H21 3.159 -0.097 -6.747
H22 1.981 -1.232 -5.874
H23 0.456 -0.958 -7.264
H24 3.401 -0.786 -9.294
C9 7.575 1.804 0.115
C10 6.745 0.540 -0.066
O9 6.183 0.481 -1.325
O10 8.803 1.803 -0.582
H25 7.862 2.041 1.139
H26 7.038 2.712 -0.159
H27 5.919 0.700 0.627
H28 7.252 -0.376 0.238
H29 5.716 -0.354 -1.404
H30 9.025 0.894 -0.796
C11 -3.488 3.826 -6.182
O11 -3.201 3.735 -4.955
N1 -2.686 3.757 -7.198
N2 -4.619 4.069 -6.639
H31 -1.733 3.442 -7.081
H32 -3.050 3.843 -8.136
H33 -5.393 4.138 -5.994
H34 -4.734 3.850 -7.618
C12 -3.931 4.631 5.815
O12 -5.142 4.543 5.959
N3 -3.126 5.527 6.320
N4 -3.307 4.015 4.934
H35 -3.493 6.287 6.875
H36 -2.136 5.505 6.123
H37 -2.387 4.376 4.723
H38 -3.742 3.279 4.397
C13 -0.875 0.897 0.411
O13 -1.878 0.614 1.036
N5 -0.751 1.163 -0.848
N6 0.304 0.683 0.837
H39 0.044 1.447 -1.404
H40 -1.656 1.052 -1.281
H41 1.086 0.904 0.237
H42 0.547 0.423 1.783
C14 3.320 -4.748 2.846
O14 3.050 -5.867 2.583
N7 4.347 -4.149 2.348
N8 2.746 -3.934 3.701
H43 4.569 -3.328 2.893
H44 4.908 -4.645 1.670
H45 1.861 -4.247 4.075
H46 3.133 -3.061 4.031
C15 2.109 -4.424 -2.152
O15 2.935 -3.586 -2.249
N9 2.323 -5.664 -2.353
N10 0.988 -4.204 -1.534
H47 3.175 -6.013 -2.768
H48 1.661 -6.348 -2.014
H49 0.278 -4.921 -1.505
H50 0.910 -3.258 -1.188
C16 5.147 1.236 5.610
O16 4.253 0.789 4.964
N11 5.805 0.705 6.602
N12 5.560 2.443 5.420
H51 5.598 -0.255 6.839
H52 6.696 1.116 6.841
H53 5.063 2.930 4.687
H54 6.270 2.870 5.997
O17 2.810 3.421 -1.877
H55 2.642 3.919 -2.677
H56 3.408 2.725 -2.150
O18 -2.777 6.156 -0.853
H57 -1.889 6.330 -0.540
H58 -2.659 5.546 -1.581
O19 3.842 4.924 1.935
H59 3.525 4.521 1.126
H60 4.229 5.753 1.654
O20 -5.576 0.580 -2.775
H61 -6.390 0.323 -2.342
H62 -5.586 1.537 -2.756

Force components x, y, z for each atom (eV/Å):
1.4762 -0.0412 0.5891
-0.6869 0.0290 -1.1764
0.2803 -0.0352 1.2629
-0.6740 -0.4245 -1.0610
-0.4304 0.4241 0.7517
0.0592 0.4086 -0.2593
-0.9780 0.2506 -0.1957
0.5443 -0.6398 0.1979
0.4723 -0.0910 0.0191
0.0067 0.1394 -0.1228
0.7062 -0.3766 0.0601
1.3132 0.1032 0.8459
-0.4903 0.0764 -0.1565
-0.9742 0.1703 -0.3290
-0.7523 0.4767 0.1413
-0.3594 -0.1990 -0.3134
0.3968 -0.1994 -0.2105
0.1592 0.0916 0.0138
0.1072 -0.0782 -0.0601
-0.1013 -0.0607 -0.0137
0.9004 -0.0737 -1.7026
0.3180 -1.3523 0.6291
0.0138 1.2516 -0.2773
0.0250 -0.5886 0.5215
-0.2387 0.2433 0.4747
0.1516 -0.8175 0.2970
-0.1190 0.6117 -0.0804
-1.2132 0.1122 0.4880
0.0940 0.0217 -0.0316
0.1000 0.6548 -0.2944
-0.9559 1.9601 0.6739
1.3526 -4.6516 -1.6254
-1.0432 2.1061 -0.2962
0.6136 -0.9615 0.6973
-0.2407 0.0807 -0.0128
1.1109 0.2661 -0.2096
-0.7558 0.7188 0.1660
0.4460 0.4697 0.4978
-0.1089 0.0829 -0.0657
-0.4653 -0.0886 0.2020
0.7427 0.2151 0.1249
-0.6005 1.3890 1.8154
0.0262 -0.1703 -1.5369
0.3060 -0.0812 -0.7083
-0.5090 -0.7529 0.5961
-0.3796 -0.2332 -0.5669
-0.0912 -0.2805 0.6305
0.4128 -0.0282 -0.1129
-0.0817 -0.0670 -0.1629
0.0874 0.0027 -0.0867
4.1225 -0.7327 6.0914
-0.1163 0.0472 -2.0781
4.9412 -0.9284 -2.6998
-8.1831 1.3065 -1.5509
-0.2372 0.1050 -0.0762
0.6133 -0.0518 0.2935
-0.0494 -0.0718 -0.4474
-1.0786 0.3063 0.5345
-4.8568 2.2181 1.4673
-0.6066 -0.0552 1.2301
1.7333 3.7571 3.3646
4.0051 -5.1520 -5.7961
0.1543 -0.3263 -0.0497
-0.4190 0.2260 0.3700
-0.2990 -0.9478 -0.6616
0.2729 0.2409 0.0422
-1.4384 -1.7488 1.3695
-1.4040 0.5786 0.1186
-3.3690 1.5251 -5.3981
6.6582 -0.6741 3.8908
-0.2580 -0.1323 0.5207
0.2982 0.4924 -0.8008
-0.0767 -0.1844 0.4395
-0.4215 0.1990 -0.1333
0.4798 -0.0487 0.3578
-2.0494 -3.5157 -0.7129
3.7204 2.1310 -1.9364
-3.5514 1.0557 3.0295
1.1866 -0.0352 -1.2222
0.2671 0.4955 0.4379
0.2604 0.2743 0.2666
-0.3506 -0.3013 -0.2336
0.3623 0.8715 1.7112
3.1804 3.5710 -1.3886
0.9196 -6.3311 -1.8542
-3.7128 1.2245 1.3123
-0.2458 0.3394 0.1354
0.3920 0.0238 -0.2360
-0.1580 0.7761 0.3229
-0.7049 -0.4029 0.0409
-0.4400 0.1897 -0.1343
-2.3720 -2.2092 -1.3494
1.5042 -3.0551 2.9690
1.1618 4.7674 -1.6006
0.3649 0.2127 0.0554
-0.2586 -0.5994 0.2264
0.4520 0.4051 0.2196
-0.4369 0.2424 -0.4525
-0.1729 -0.0092 0.3197
-0.0779 0.1685 -0.1975
0.2749 -0.2217 -0.0474
-0.1747 0.1289 0.1192
0.1952 0.0536 0.1036
-0.0347 -0.2041 -0.2615
0.0350 -0.0820 0.2983
-0.1271 -0.1698 -0.2741
0.1004 0.2135 -0.0517
0.1152 -0.1988 -0.1421
-0.1837 -0.1160 0.1327
0.1210 0.2950 -0.0308

Output
- LUMO (eV) = -0.10
- highest occupied orbital energy (eV) = -9.23

***

The energy results, record by record, are as follows: -2481.25083; -383.41121; -282.62693; -1527.54753; -1242.10752; -2808.54457 Eh.
The relative energy (zero: lowest compared OMol25 entry of this formula, charge and spin) results, record by record, are as follows: 7.35; 48.24; 92.45; 0.00; 84.94; 120.06 kcal per mole.